1.
Entry from the OMol25 dataset: a cluster of 2 separate species, C4H8N2 in total (the ωB97M-V functional and the def2-TZVPD basis).

Properties
Molar mass, g/mol: 84.12
Energy, eV: -7252.5885
Net charge: 0
HOMO, eV: -8.046

Each atom is followed by the atoms it is bonded to, with distances in Å.
Geometry (Å):
1 C -1.8901 0.6762 0.2849  N5 1.304, H7 1.123
2 C 0.8220 -0.9127 -0.6182  C4 1.281, N6 1.193
3 C 1.9361 1.2043 0.1939  C4 1.498, H8 1.134, H9 1.136, H10 1.060
4 C 1.6791 -0.2670 0.0815  C2 1.281, C3 1.498, H11 1.038
5 N -2.5712 -0.3764 -0.0747  C1 1.304, H12 1.190, H13 0.997
6 N 0.0689 -1.5621 -1.2775  C2 1.193, H14 1.048
7 H -1.4825 0.7688 1.3275  C1 1.123
8 H 1.3656 2.0248 -0.3429  C3 1.134
9 H 3.0132 1.4960 -0.0213  C3 1.136
10 H 1.6379 1.3729 1.1972  C3 1.060
11 H 2.3394 -0.9460 0.5053  C4 1.038
12 H -3.3433 -0.3684 -0.9796  N5 1.190
13 H -2.8672 -1.2094 0.3855  N5 0.997
14 H -0.7078 -1.9008 -0.6616  N6 1.048

natural (NBO) population analysis, charges in e, atoms 1 to 5: atom 1 (C): -0.096, atom 2 (C): 0.416, atom 3 (C): -0.632, atom 4 (C): -0.429, atom 5 (N): -0.759

***

2.
Entry from the OMol25 dataset: a cluster of 2 separate species, C4H8N2 in total (the ωB97M-V functional and the def2-TZVPD basis).

Properties
Molar mass, g/mol: 84.12
Energy, eV: -7253.9419
Net charge: 0
HOMO, eV: -8.896

Each atom is followed by the atoms it is bonded to, with distances in Å.
Geometry (Å):
1 C -1.6568 -1.3635 -1.2151  C2 1.320, H7 1.078, H8 1.077
2 C -0.3886 -1.0910 -0.9733  C1 1.320, C4 1.493, H9 1.082
3 C -0.0855 0.8213 2.8203  N6 1.177, H10 1.053
4 C 0.3356 0.1049 -1.4959  C2 1.493, H11 1.089, H12 1.087, H13 1.090
5 N 2.1119 1.2813 2.0731  N6 1.214, H14 1.015
6 N 0.9321 1.1203 2.3103  C3 1.177, N5 1.214
7 H -2.2739 -0.7131 -1.8134  C1 1.078
8 H -2.1322 -2.2512 -0.8327  C1 1.077
9 H 0.2085 -1.7655 -0.3744  C2 1.082
10 H -1.0397 0.4365 2.5950  C3 1.053
11 H 0.8743 0.6143 -0.6986  C4 1.089
12 H -0.3502 0.8044 -1.9666  C4 1.087
13 H 1.0710 -0.2173 -2.2330  C4 1.090
14 H 2.3932 2.2185 1.8043  N5 1.015

natural (NBO) population analysis, charges in e, atoms 1 to 5: atom 1 (C): -0.412, atom 2 (C): -0.163, atom 3 (C): -0.052, atom 4 (C): -0.649, atom 5 (N): -0.523

***

3.
Entry from the OMol25 dataset: a cluster of 2 separate species, C4H8N2 in total (the ωB97M-V functional and the def2-TZVPD basis).

Properties
Molar mass, g/mol: 84.12
Energy, eV: -7252.1245
Net charge: 0
HOMO, eV: -7.709

Each atom is followed by the atoms it is bonded to, with distances in Å.
Geometry (Å):
1 C 1.0369 2.6566 -1.4388  C2 1.193, H7 0.984
2 C -0.0670 2.4107 -1.0603  C1 1.193, H10 1.098
3 C 1.1194 -1.0664 -0.0711  N5 1.275, H8 1.023, H9 1.075
4 C -0.9487 -0.9380 1.6247  N6 1.455, H11 1.102, H12 1.228, H13 1.103
5 N 0.4610 -0.0063 0.1887  C3 1.275, N6 1.263, H14 1.023
6 N -0.5990 0.2315 0.8324  C4 1.455, N5 1.263
7 H 1.7438 3.1642 -1.8990  C1 0.984
8 H 1.9222 -1.1420 -0.7007  C3 1.023
9 H 0.7713 -2.0691 0.1016  C3 1.075
10 H -1.0268 2.1559 -0.5908  C2 1.098
11 H -0.0885 -1.4237 2.1129  C4 1.102
12 H -1.7067 -0.6869 2.5576  C4 1.228
13 H -1.6432 -1.6442 1.1393  C4 1.103
14 H 0.8127 0.8993 -0.1323  N5 1.023

natural (NBO) population analysis, charges in e, atoms 1 to 5: atom 1 (C): -0.261, atom 2 (C): -0.222, atom 3 (C): -0.344, atom 4 (C): -0.483, atom 5 (N): -0.197

***

4.
Entry from the OMol25 dataset: the molecule C4H8N2 (the ωB97M-V functional and the def2-TZVPD basis).

Properties
Molar mass, g/mol: 84.12
Energy, eV: -7256.9050
Net charge: 0
HOMO, eV: -9.528

Each atom is followed by the atoms it is bonded to, with distances in Å.
Geometry (Å):
1 C -1.0328 -1.7555 -0.2691  C2 1.525, H7 1.095, H8 1.097, H9 1.094
2 C 0.2047 -0.8661 -0.2184  C1 1.525, N3 1.461, H10 1.105, H11 1.098
3 N -0.2599 0.5186 -0.2264  C2 1.461, C4 1.444, H12 1.015
4 C 0.7171 1.5788 -0.3004  N3 1.444, C5 1.513, H13 1.094, H14 1.100
5 C 1.0706 1.9400 1.1254  C4 1.513, N6 1.162
6 N 0.7572 2.1363 2.2270  C5 1.162
7 H -1.6296 -1.5037 -1.1516  C1 1.095
8 H -1.6580 -1.5888 0.6171  C1 1.097
9 H -0.7709 -2.8171 -0.3020  C1 1.094
10 H 0.8236 -1.1237 0.6602  C2 1.105
11 H 0.8237 -1.0307 -1.1098  C2 1.098
12 H -0.7821 0.6903 0.6266  N3 1.015
13 H 0.2390 2.5000 -0.6471  C4 1.094
14 H 1.4973 1.3216 -1.0316  C4 1.100

natural (NBO) population analysis, charges in e, atoms 1 to 5: atom 1 (C): -0.607, atom 2 (C): -0.221, atom 3 (N): -0.599, atom 4 (C): -0.303, atom 5 (C): 0.239